[1]
77
Properties=species:S:1:pos:R:3:mulliken_charge:R:1 method="wB97M-V/def2-TZVPD" de_lowest_ev=7.1335 homo_lumo_gap_ev="4.815 / 3.423" total_charge=+1 spin_multiplicity=2 s_squared=0.757
Cu -2.52831 3.96410 -1.47518 1.001
O 2.59832 0.25399 8.14459 -0.645
O 0.90021 0.09984 0.68948 -0.371
O 0.86212 4.79819 -3.31870 -0.627
O -2.25711 -5.77064 -0.44539 -0.658
O 5.12036 -4.68179 -2.87777 -0.617
O -0.11917 1.25944 2.16670 -0.418
O -4.20880 4.56730 2.38984 -0.691
O -0.46610 1.61052 0.14525 -0.431
O -2.44053 1.58062 -4.48456 -0.668
N -3.62305 4.01717 4.43088 -0.073
N -1.74791 -7.63225 0.74867 -0.197
N 3.04038 4.02720 -3.66860 -0.157
N -2.27107 -0.49264 -5.49159 -0.161
N 3.47596 -3.13345 -3.07619 -0.124
N 0.08443 0.96817 1.01322 1.212
N 1.66429 -0.04085 6.08349 -0.129
C 2.05708 2.21113 6.93065 -0.874
C -2.72028 -8.59171 0.17822 -0.810
C 2.04132 4.93594 -3.60223 0.675
C 2.15800 0.69309 7.06122 0.686
C -2.49181 0.85186 -5.53600 0.665
C 5.19809 -2.75867 -1.44337 -1.106
C 1.47831 -1.49032 6.17107 -0.830
C 2.97580 2.63975 -3.24355 -0.839
C 2.52050 6.32284 -3.85990 -1.132
C -0.46275 -5.62295 1.06484 -0.931
C -1.55335 -6.36123 0.35676 0.719
C -2.80916 1.40762 -6.88245 -0.930
C 2.96939 -3.62913 -4.34147 -0.853
C -3.64002 4.18904 5.84094 -0.934
C 4.59049 -3.63407 -2.51614 0.688
C -1.93696 -1.23132 -4.27807 -0.841
C -4.44806 4.65655 3.59756 0.559
C -5.66746 5.50856 4.00821 -0.905
H 1.67096 -1.94439 7.14308 0.312
H -3.64585 5.24223 6.12177 0.336
H -4.48410 3.75007 6.37286 0.294
H -0.87748 -1.00819 -4.15239 0.277
H -2.38564 2.39843 -7.04684 0.285
H 3.00232 6.66474 -2.94391 0.289
H 4.67591 -2.84018 -0.49006 0.288
H -1.98392 -2.27316 -4.59500 0.323
H 1.48453 0.41780 5.20177 0.145
H 2.52266 -4.60467 -4.14939 0.287
H 3.21528 6.38738 -4.69727 0.357
H -2.31016 -1.05627 -6.32877 0.236
H -1.01763 -7.92532 1.38186 0.191
H -2.24570 -9.54868 -0.03880 0.305
H 3.24762 2.51888 -2.19493 0.279
H -3.50247 -8.69205 0.93070 0.280
H -5.67257 5.81877 5.05313 0.319
H 3.74607 -3.55013 -5.10214 0.285
H 1.68496 6.97807 -4.10616 0.305
H -2.72235 3.77975 6.26338 0.323
H 2.05850 -2.10284 5.48093 0.290
H -0.77771 -4.59916 1.26671 0.252
H -5.80731 6.43110 3.44477 0.298
H -3.20878 -8.24101 -0.73087 0.304
H 3.96604 4.42460 -3.74155 0.240
H -2.47491 -1.05819 -3.34600 0.263
H 3.59411 1.91183 -3.76883 0.314
H 6.17872 -3.08799 -1.09983 0.342
H 1.44804 2.68874 7.69812 0.254
H 1.71789 2.44308 5.92106 0.229
H 3.09272 2.55092 6.92027 0.275
H 5.38006 -1.72038 -1.72076 0.292
H 0.36304 -5.55592 0.35655 0.236
H 0.43852 -1.55913 5.85138 0.290
H 3.01109 -2.37853 -2.59236 0.218
H 2.17921 -2.97964 -4.71814 0.303
H -6.57455 4.95224 3.77206 0.251
H -2.43335 0.66024 -7.58123 0.305
H -3.89280 1.48550 -6.97068 0.247
H -2.88150 3.55941 3.92035 0.224
H 1.95137 2.30645 -3.40958 0.296
H -0.07405 -6.13630 1.94431 0.307

[2]
16
Properties=species:S:1:pos:R:3:nbo_charge:R:1 method="wB97M-V/def2-TZVPD" de_lowest_ev=1.7427 homo_lumo_gap_ev=8.737 smiles=CP(N)S.CC#N
S 0.72298 -1.50472 -0.18036 -0.327
P 1.65553 0.35285 -0.33755 0.831
N 1.12155 1.10896 1.09638 -1.177
N -1.95689 0.91879 -0.02919 -0.366
C -3.18420 -1.22557 0.71577 -0.720
C -2.61495 0.08536 0.44203 0.314
C 3.38573 -0.27719 0.41312 -0.905
H 0.21658 1.36347 0.72716 0.390
H -3.92437 -0.99127 1.51458 0.250
H 3.29448 -0.39897 1.45904 0.228
H 3.83536 -0.99168 -0.30346 0.237
H 1.50434 1.82522 1.56726 0.384
H 4.06735 0.55421 0.37636 0.219
H -3.62875 -1.66522 -0.09432 0.252
H -2.41023 -1.75829 1.28159 0.270
H -0.34138 -1.37954 -0.83532 0.117

[3]
24
Properties=species:S:1:pos:R:3:nbo_charge:R:1 method="wB97M-V/def2-TZVPD" de_lowest_ev=3.6098 homo_lumo_gap_ev=9.486
O 0.17733 0.40901 -0.81006 -0.563
O 0.17477 0.37647 1.46234 -0.771
O -1.78557 -1.58738 1.65243 -0.723
O 0.68335 -1.53939 0.28659 -0.766
C -0.07367 -0.21877 -2.06453 -0.264
C -2.55952 0.39670 0.44871 -0.638
C 2.60038 1.16271 0.67161 -0.717
C -0.14123 -0.38477 0.42552 0.755
C 2.33133 0.86727 -0.65360 -0.064
C -1.62990 -0.80559 0.47210 0.038
H 1.31276 0.78999 1.22320 0.471
H 2.73514 2.20409 0.94050 0.231
H -1.84335 -1.48861 -0.35249 0.183
H 0.36845 -2.17050 0.94781 0.490
H -1.50711 -1.02288 2.38823 0.478
H 3.24039 0.47386 1.21116 0.239
H 0.36073 -1.21930 -2.09562 0.196
H 2.11702 1.64748 -1.36912 0.197
H -2.32143 1.05707 1.28270 0.223
H 2.56749 -0.11205 -1.04723 0.206
H -2.43912 0.95906 -0.47740 0.217
H -3.59373 0.06492 0.53680 0.216
H 0.37354 0.41681 -2.82919 0.188
H -1.14805 -0.27619 -2.25048 0.178

[4]
110
Properties=species:S:1:pos:R:3:mulliken_charge:R:1 method="wB97M-V/def2-TZVPD" de_lowest_ev=1.9177 homo_lumo_gap_ev=2.305 total_charge=-2
In -1.48426 1.27464 -1.92200 1.048
S 2.31679 -1.47005 2.75592 0.353
F -4.66893 2.31442 2.41783 -0.379
F -4.03122 6.02545 -0.48145 -0.350
N -0.79634 -1.65215 -4.79883 -0.055
N -1.03064 2.61191 -3.58712 -0.176
N -2.95256 -0.22089 -4.65544 -0.092
N 3.65211 -3.79530 2.76209 -0.059
N -0.64314 -1.83457 -3.44798 -0.144
N -0.13681 1.02930 2.28884 0.067
N 2.77285 -3.09307 4.76845 0.219
N -2.95879 0.12404 -3.24517 0.160
N -2.25274 -0.11095 -0.05948 0.257
C 2.45047 1.22927 0.38992 -0.302
C 0.27649 5.48217 -5.30985 -0.478
C -2.36882 -2.01513 1.37900 -0.799
C 3.29111 -1.37568 6.42738 -0.677
C 0.43488 -2.71671 -3.31713 -0.372
C -3.86824 4.68543 -0.23996 0.433
C 2.53088 -7.47698 3.28542 -0.561
C -4.03932 2.86012 1.29717 0.330
C 2.83745 0.31971 -1.80664 -0.914
C -4.22505 -0.14153 -5.12169 -0.329
C -0.01723 3.75916 2.71611 -0.445
C 1.32725 4.23289 -3.44557 -0.958
C -0.50973 2.89877 3.68568 -0.796
C -1.97754 -1.39108 0.15633 -0.114
C 4.03359 -0.35697 5.59091 0.108
C -2.20082 4.28269 -5.00061 1.013
C 0.16937 4.53613 -4.28767 0.558
C -3.53104 -0.03699 1.94571 -1.031
C 2.41810 -5.92047 3.36905 0.033
C -0.79441 5.96324 -6.10827 -1.133
C -2.02233 5.35576 -5.85416 -0.195
C 0.37244 1.84878 1.34167 0.191
C 0.13059 -2.35563 -5.50336 -0.134
C 3.38566 0.73124 -0.56991 -1.002
C -3.19042 -1.33316 2.26952 -0.652
C 1.44809 0.35492 -2.03673 -0.974
C -5.05532 0.07863 -4.04926 -1.046
C -4.27289 0.25555 -2.94104 -0.218
C 2.91257 -2.87343 3.45931 -0.916
C -2.93131 0.65356 0.84226 0.209
C 0.97799 -3.03640 -4.57456 -1.092
C -4.47357 4.11988 0.89069 -1.177
C -1.06593 3.75257 -4.19209 -0.383
C 5.47626 -0.72888 5.13749 -1.085
C -0.62564 1.52813 3.38679 -0.483
C -2.66701 2.67300 -0.69111 0.480
C 2.19090 -2.14506 5.67900 -1.060
C -3.17455 2.08448 0.50693 0.622
C -2.93645 4.02202 -0.98995 -1.012
C 3.69646 -5.20382 3.12384 -1.059
C 1.21206 -8.21837 3.80196 -1.146
C -3.52989 3.64681 -4.91375 -1.046
C 0.59205 3.22125 1.61671 -0.382
C 1.05945 1.25746 0.16509 0.246
C 0.55691 0.81440 -1.07924 0.838
B -1.81050 -0.70495 -5.54490 0.485
H 3.56786 -3.65700 5.08621 0.262
H -1.57001 -1.84187 -0.77426 0.193
H 2.73948 -7.81878 2.27545 0.362
H -5.22496 4.63284 1.48402 0.448
H -1.13980 0.29226 -5.95677 -0.153
H 4.03254 0.59195 6.15412 0.453
H 5.49417 -1.65281 4.51000 0.146
H 3.41693 -0.08985 4.65228 -0.255
H 2.77765 1.68146 1.32018 0.474
H -2.19436 -1.32414 -6.52712 -0.235
H -3.46079 2.56125 -4.73060 -0.230
H 4.42980 0.65959 -0.26690 0.359
H 1.17795 3.87321 0.91095 0.328
H -0.18534 4.81553 2.67471 0.418
H -6.13778 0.12152 -4.11156 0.338
H -2.33894 4.50399 -1.76636 0.451
H -3.63930 -1.79822 3.14926 0.411
H 2.76857 -0.81669 7.18688 0.347
H 1.05398 0.11088 -3.02877 0.637
H 5.96668 0.07693 4.53782 0.328
H -1.04942 0.79716 4.12363 0.369
H 1.03877 3.94552 -2.40620 -0.109
H 1.81542 -3.68455 -4.84964 0.333
H 1.56936 -2.65735 6.42268 0.292
H 1.29027 5.82207 -5.53455 0.239
H -2.89613 5.78644 -6.37981 0.213
H 3.97728 -2.04380 6.91359 0.382
H 3.53089 -3.58547 1.82181 0.322
H 0.14669 -2.35715 -6.59278 0.377
H 3.31781 -7.75765 3.92914 0.356
H 1.06021 -7.96295 4.86850 0.305
H 2.10656 -5.78303 4.46381 0.136
H 3.48672 -0.10963 -2.59674 0.302
H 1.45480 -1.59948 5.10403 0.593
H -4.34346 -0.31052 -6.16162 0.441
H 1.84927 3.32838 -3.79019 0.132
H 6.04849 -0.87920 6.08764 0.334
H -4.13489 3.92212 -5.78499 0.434
H 0.33607 -7.82559 3.24256 0.283
H 2.04093 5.01924 -3.53280 0.479
H -2.09723 -3.07786 1.47501 0.398
H 4.43908 -5.35622 3.97904 0.180
H 4.15329 -5.64652 2.22809 0.424
H -0.85192 3.25833 4.62311 0.474
H -4.17076 4.06405 -4.09141 0.176
H 0.76507 -2.90424 -2.33538 0.612
H -0.60753 6.81658 -6.71921 0.311
H 1.23029 -9.33759 3.73919 0.343
H 1.57804 -5.55871 2.72545 0.289
H -4.60328 0.49361 -1.95762 0.516
H -4.29434 0.44235 2.52396 0.561

[5]
15
Properties=species:S:1:pos:R:3:nbo_charge:R:1 method="wB97M-V/def2-TZVPD" de_lowest_ev=3.4096 homo_lumo_gap_ev=10.210 smiles="C#CC/C(=C/Cl)CO"
Cl 3.35894 -0.06124 -0.25141 -0.013
O 0.08886 1.73861 0.70985 -0.710
C -0.55737 -0.99606 0.61271 -0.512
C 0.73238 -0.38926 0.11705 -0.020
C 1.92610 -0.96280 0.13031 -0.197
C -1.78412 -0.65732 -0.16857 0.018
C -2.75037 -0.16082 -0.66557 -0.259
C 0.55976 0.95669 -0.40108 -0.119
H 2.04578 -2.03046 0.27385 0.219
H -0.70463 -0.44458 1.52369 0.266
H -0.14657 0.93887 -1.28492 0.190
H 1.49386 1.38454 -0.81193 0.193
H -0.63314 -2.04262 0.86596 0.246
H 0.05588 2.57205 0.40512 0.462
H -3.68536 0.15440 -1.05503 0.237

[6]
49
Properties=species:S:1:pos:R:3:nbo_charge:R:1 method="wB97M-V/def2-TZVPD" homo_lumo_gap_ev=6.496 total_charge=+1
P 2.44695 1.38129 2.63384 0.717
N -3.91376 0.09746 -0.03294 -0.369
C 2.20666 2.24274 -1.44142 -0.413
C 2.89379 2.37480 0.00073 -0.424
C 1.24085 0.94840 -1.59644 -0.424
C -3.59050 -1.35694 -0.31088 -0.208
C -4.33702 2.05362 1.27081 -0.303
C 2.23998 -1.42217 0.29073 -0.406
C 1.97358 -0.34613 -2.18863 -0.419
C -4.06503 1.10993 -1.04610 -0.092
C -2.35277 -1.70857 0.69073 -0.410
C 1.26408 -2.70674 0.36944 -0.405
C -1.42815 -2.91295 0.15828 -0.415
C 1.84331 2.51447 1.22696 -0.685
C -4.33454 2.40366 -0.24629 -0.310
C -4.04655 0.51193 1.36430 -0.119
C -0.04891 -2.40737 -0.50849 -0.421
C 2.88822 -1.16254 -1.15274 -0.425
H 0.08630 -2.94369 -1.51126 0.223
H 0.95910 -2.86662 1.47053 0.201
H -1.15919 -3.55774 1.07962 0.211
H -2.72542 -1.94854 1.74021 0.218
H 3.12891 -1.60380 1.01409 0.202
H 2.94292 2.34814 -2.32229 0.244
H -3.96188 -0.12643 2.29990 0.240
H 2.43187 1.99561 3.92287 0.094
H 1.49844 3.15417 -1.54383 0.217
H 1.52078 0.27706 2.70231 0.092
H 3.92670 -0.68920 -1.01897 0.206
H 1.16835 -1.05283 -2.60565 0.224
H 0.65229 0.77644 -0.63229 0.190
H 0.45385 1.26162 -2.38580 0.236
H -2.01454 -3.53769 -0.60522 0.220
H -1.69549 -0.75601 0.68141 0.200
H 3.71080 0.80140 2.27294 0.099
H -3.97798 0.99725 -2.17019 0.244
H 3.48524 3.36927 -0.01266 0.242
H -0.10084 -1.26299 -0.63758 0.196
H 3.66551 1.54680 0.14624 0.210
H 3.07955 -2.19743 -1.63419 0.231
H 1.82888 -3.65845 0.06350 0.225
H 0.75506 2.32798 0.92878 0.297
H 2.62755 -0.05406 -3.09031 0.226
H -4.47684 2.73562 2.17292 0.236
H -3.26187 -1.41803 -1.41572 0.213
H -4.50533 -2.02421 -0.11603 0.222
H -4.49405 3.44893 -0.66061 0.236
H 1.91452 3.58618 1.65611 0.279
H 1.65663 -0.54366 0.72922 0.156

[7]
71
Properties=species:S:1:pos:R:3:mulliken_charge:R:1 method="wB97M-V/def2-TZVPD" homo_lumo_gap_ev=8.634 total_charge=+1
P 3.86805 -0.13612 -5.12121 0.960
P -4.78795 1.16412 3.87751 0.570
Si 4.13285 0.10432 1.56605 0.330
O 4.07149 1.26060 -5.82947 -0.290
O 2.36708 0.00442 -4.62391 -0.283
O -6.19206 1.82167 3.58366 -0.310
O -5.02898 0.16727 5.08602 -0.285
O -4.13216 0.51295 2.74375 -0.186
O 4.84536 -0.47902 -4.09171 -0.655
O -4.02224 2.39869 4.50052 -0.309
O 3.80249 -1.19712 -6.29737 -0.276
N 1.51511 -2.91943 1.67174 -0.253
N -4.40483 0.61826 -2.62782 -0.644
N -0.65488 -2.08000 1.16817 -0.058
N 1.30359 -0.74647 1.31244 -0.280
N 2.74814 -2.32988 1.78844 0.064
C 4.87789 -0.10884 -0.14694 -0.772
C -2.83928 -1.32898 0.26917 -0.681
C -7.11335 1.06871 2.77576 -0.664
C 2.57516 -1.01681 1.55479 0.340
C 5.33372 -0.62638 2.82470 -1.172
C 1.95608 -0.82900 -3.53865 -0.080
C -5.87182 0.56485 6.17974 -0.671
C 3.08556 -0.88560 -7.50138 -0.624
C -3.46721 -0.13350 -0.46635 -0.560
C 3.74015 1.91081 1.85209 -1.162
C 5.41631 1.60833 -6.20387 -0.670
C -1.50157 -0.92052 0.85852 -0.774
C -3.61036 -0.42516 -1.95382 -0.438
C -2.58948 2.38384 4.45737 -0.602
C 0.64481 -1.92474 1.37404 0.345
H 5.96737 0.15103 3.22720 0.358
H 2.69302 2.11498 2.04447 0.358
H 2.23959 -0.22770 -7.30650 0.323
H -3.50069 -1.60529 1.08067 0.336
H 1.31299 -3.89509 1.79635 0.180
H 3.75940 -0.41228 -8.21399 0.240
H -3.95585 0.88747 -3.49205 0.253
H 5.91457 0.77187 -6.69521 0.327
H 4.81519 -1.15764 3.61749 0.395
H 4.00781 2.46305 0.96028 0.346
H 4.09584 -0.08765 -0.89587 -0.067
H 2.48219 -0.54725 -2.62745 -0.180
H 0.88836 -0.67584 -3.40336 0.161
H -1.03173 -3.00892 1.21912 0.256
H -6.81002 1.11143 1.73175 0.239
H -5.82652 1.63940 6.35061 0.343
H -8.09041 1.52736 2.89217 0.252
H -4.42177 0.13523 -0.03429 0.123
H -4.08644 -1.39797 -2.05721 0.295
H -2.19663 1.47653 4.91794 0.313
H -2.61986 -0.50494 -2.40189 0.157
H -2.83127 0.74518 -0.38275 0.468
H 4.33576 2.29232 2.67399 0.351
H -2.75578 -2.17197 -0.41028 0.618
H -5.52293 0.04612 7.06806 0.258
H 5.95269 -1.34392 2.29593 0.319
H 5.35033 2.44392 -6.89414 0.241
H 5.32153 -1.09975 -0.16937 0.343
H 2.72307 -1.82079 -7.91880 0.261
H -0.98981 -0.24599 0.18977 0.494
H -4.38508 1.44401 -2.04434 0.241
H -7.16154 0.02882 3.10203 0.326
H 5.98087 1.90199 -5.32183 0.260
H 3.59866 -2.82645 1.98564 0.258
H -6.89950 0.27056 5.97226 0.242
H -2.24370 3.24876 5.01526 0.240
H -2.24366 2.45426 3.42739 0.235
H 5.62233 0.64377 -0.36413 0.389
H -1.70160 -0.38983 1.78315 0.197
H 2.14557 -1.88000 -3.76012 0.341

[8]
13
Properties=species:S:1:pos:R:3:nbo_charge:R:1 method="wB97M-V/def2-TZVPD" de_lowest_ev=4.3965 homo_lumo_gap_ev=9.461
O -1.33202 -1.99926 0.11929 -0.586
N -1.34490 -0.55140 0.01150 -0.366
N 0.93030 -0.88829 -0.04758 -0.795
N 0.14649 1.28412 -0.16961 -0.637
C 0.00886 -0.03531 -0.12686 0.562
C 1.39020 1.93218 0.13689 -0.451
H -2.06485 -0.22041 -0.71193 0.375
H -0.25425 -2.08809 0.18849 0.494
H 1.67122 2.28280 1.32495 0.213
H 1.26810 3.00564 -0.58497 0.217
H 1.77880 -0.41536 0.19486 0.355
H 2.35277 1.35546 -0.32904 0.222
H -0.61321 1.78185 0.34304 0.397